Entry 1:
Entry from the Open Molecules 2025 dataset: a 2-piece molecular cluster, C4H5NO2 overall at a distorted geometry (ωB97M-V with the def2-TZVPD basis set).

Each line ends with the natural charge from an NBO analysis.
Geometry (Å):
C 2.1038 0.7581 0.0852  -0.69
C 0.7369 1.0106 -0.3041  0.19
N -0.3019 1.4858 -0.5215  0.20
O -1.4414 1.7174 -0.7968  -0.43
H 2.6790 0.3585 -0.7573  0.25
H 2.5797 1.6942 0.4251  0.25
H 2.1286 0.0317 0.9155  0.25
C -1.1822 -1.5509 0.0971  -0.82
C -2.4019 -1.1390 0.3452  0.74
O -3.4917 -0.8309 0.5307  -0.44
H -0.8399 -1.6355 -0.9196  0.26
H -0.5690 -1.9000 0.9005  0.25

- SMILES string = CC#[N+][O-].C=C=O
- net charge = 0
- ΔE to the lowest compared entry with this formula, charge and spin (kJ/mol) = 401.4
- E_HOMO (Ha) = -0.332
- orbital gap (eV) = 9.7
- electronic energy (Eh) = -360.51654

---

Entry 2:
Entry from the Open Molecules 2025 dataset: a single C4H5NO2 molecule (ωB97M-V with the def2-TZVPD basis set).

Each line ends with the natural charge from an NBO analysis.
Geometry (Å):
O 1.8693 1.4932 0.5666  -0.53
C 1.8814 0.2783 0.5196  0.34
C 0.7600 -0.5189 0.0457  0.32
O 0.9440 -1.8439 -0.1865  -0.66
N -0.4354 -0.0422 -0.1245  -0.24
C -1.7077 -0.3371 -0.4091  -0.25
C -1.3628 1.0694 -0.0466  -0.21
H 2.7602 -0.3238 0.8250  0.13
H 0.0963 -2.2858 -0.0045  0.48
H -2.0134 -0.7682 -1.3554  0.21
H -1.1808 1.8519 -0.7836  0.20
H -1.6110 1.4269 0.9532  0.20

- net charge = 0
- ΔE to the lowest compared entry with this formula, charge and spin (kJ/mol) = 428.7
- E_HOMO (alpha / beta) (Ha) = -0.279 / -0.286
- orbital gap (alpha / beta) (eV) = 7.3 / 7.5
- electronic energy (Eh) = -360.50613

---

Entry 3:
Entry from the Open Molecules 2025 dataset: a single C4H5NO2 molecule at a distorted geometry (ωB97M-V with the def2-TZVPD basis set).

Each line ends with the natural charge from an NBO analysis.
Geometry (Å):
O -1.6818 2.2448 -1.9174  -0.27
N -1.4195 1.4658 -1.0502  0.35
O -0.0228 1.2716 -0.9606  -0.38
C 0.3372 0.5479 0.1966  0.04
C 1.4043 -0.4496 0.0466  -0.20
C 0.5595 -1.5370 0.3112  -0.14
C -0.5971 -0.5993 0.5614  -0.43
H 0.3977 1.2623 1.0500  0.19
H 2.4156 -0.3986 -0.0437  0.20
H 0.8559 -2.5500 0.5501  0.21
H -0.9988 -0.6332 1.5033  0.21
H -1.2502 -0.6247 -0.2474  0.22

- SMILES string = O=NO[C@@H]1C=CC1
- net charge = 0
- ΔE to the lowest compared entry with this formula, charge and spin (kJ/mol) = 522.5
- E_HOMO (Ha) = -0.363
- orbital gap (eV) = 10.0
- electronic energy (Eh) = -360.47043

---

Entry 4:
Entry from the Open Molecules 2025 dataset: a 2-piece molecular cluster, C4H5NO2 overall at a distorted geometry (ωB97M-V with the def2-TZVPD basis set).

Each line ends with the natural charge from an NBO analysis.
Geometry (Å):
N -2.5297 -0.7727 -0.2006  -0.80
C -1.2532 -0.4177 -0.1436  0.21
C -0.0344 -0.4946 -0.1848  -0.23
C 1.2141 0.1682 -0.1718  0.03
O 2.4367 -0.3633 0.2537  -0.69
C 1.0825 1.5049 0.2185  0.34
O 0.5384 2.3256 -0.5720  -0.51
H -3.0205 -0.4856 0.6434  0.39
H -2.7532 -1.7251 -0.4585  0.40
H 1.1006 -0.5814 -1.4505  0.22
H 2.1102 -1.0949 0.8102  0.48
H 1.1085 1.9365 1.2559  0.18

- net charge = 0
- ΔE to the lowest compared entry with this formula, charge and spin (kJ/mol) = 633.0
- E_HOMO (Ha) = -0.305
- orbital gap (eV) = 8.6
- electronic energy (Eh) = -360.42832

---

Entry 5:
Entry from the Open Molecules 2025 dataset: a single C4H5NO2 molecule at a distorted geometry (ωB97M-V with the def2-TZVPD basis set).

Each line ends with the natural charge from an NBO analysis.
Geometry (Å):
O 2.2498 0.5471 -0.6961  -0.56
C 1.5192 0.4377 0.2544  0.53
C -1.1817 0.4058 -0.6598  0.08
C -0.2360 -0.7342 -0.8548  -0.31
N 0.5327 -0.5720 0.3850  -0.48
C -0.5021 -0.2631 1.3062  0.13
O -1.3634 0.5203 0.6305  -0.36
H 1.5447 1.1149 1.1327  0.11
H -1.8511 0.9404 -1.3135  0.20
H -0.8045 -1.6841 -0.7970  0.21
H 0.4186 -0.7184 -1.7251  0.26
H -0.3263 0.0057 2.3375  0.19

- net charge = 0
- ΔE to the lowest compared entry with this formula, charge and spin (kJ/mol) = 377.8
- E_HOMO (alpha / beta) (Ha) = -0.287 / -0.298
- orbital gap (alpha / beta) (eV) = 8.1 / 8.7
- electronic energy (Eh) = -360.52553

---

Entry 6:
Entry from the Open Molecules 2025 dataset: a single C4H5NO2 molecule (ωB97M-V with the def2-TZVPD basis set).

Each line ends with the natural charge from an NBO analysis.
Geometry (Å):
O 2.5308 0.0078 -0.5588  -0.51
C 1.4583 0.4853 -0.2886  0.43
C 0.5160 -0.1694 0.6976  -0.18
C -0.8069 0.4241 1.0056  -0.22
N -0.7121 -0.7919 0.1977  -0.44
C -0.9150 -0.7038 -1.1920  0.54
O -0.1020 -0.2949 -1.9853  -0.53
H 1.1294 1.4596 -0.6883  0.12
H 1.0362 -0.7407 1.4641  0.23
H -1.0819 1.3433 0.4898  0.21
H -1.2373 0.2852 1.9927  0.22
H -1.8700 -1.1242 -1.5297  0.14

- SMILES string = O=C[C@H]1CN1C=O
- net charge = 0
- ΔE to the lowest compared entry with this formula, charge and spin (kJ/mol) = 208.8
- E_HOMO (Ha) = -0.360
- orbital gap (eV) = 10.5
- electronic energy (Eh) = -360.58990

---

Entry 7:
Entry from the Open Molecules 2025 dataset: a 3-piece molecular cluster, C4H5NO2S overall at a distorted geometry (ωB97M-V with the def2-TZVPD basis set).

Each line ends with the natural charge from an NBO analysis.
Geometry (Å):
C 2.2469 -1.0667 0.0384  0.86
C 4.6519 -0.3697 0.3369  0.45
C -2.4047 -0.3703 2.1458  -0.40
C -1.7800 0.2656 1.1403  -0.38
N 3.2341 -0.6888 0.5477  -0.60
O 1.2635 -1.5095 -0.3780  -0.58
O 5.3982 -0.7421 1.1879  -0.63
S 5.0220 0.5523 -1.0281  -0.49
H -1.8733 -1.0124 2.6630  0.17
H -9.3566 4.1170 -10.5858  -1.00
H -3.3733 -0.2053 2.4130  0.17
H -0.7231 -0.0981 0.8796  0.23
H -2.3055 1.1281 0.6394  0.19

- net charge = -2
- ΔE to the lowest compared entry with this formula, charge and spin (kJ/mol) = 138.0
- E_HOMO (Ha) = 0.054
- orbital gap (eV) = 2.8
- electronic energy (Eh) = -758.74105

---

Entry 8:
Entry from the Open Molecules 2025 dataset: a single C4H5NO2S molecule (ωB97M-V with the def2-TZVPD basis set).

Each line ends with the natural charge from an NBO analysis.
Geometry (Å):
O -2.7936 -1.0231 -0.0969  -0.59
C -1.7116 -0.5313 0.0422  0.88
N -1.3902 0.8086 0.0907  -0.65
C 0.0302 0.9968 -0.0724  -0.22
C 0.5254 -0.3682 0.4517  0.00
C 1.7495 -0.8579 -0.2571  -0.28
S 3.2378 -0.3354 0.0452  0.10
O -0.5670 -1.2529 0.2158  -0.49
H -2.0562 1.4519 -0.3042  0.41
H 0.4177 1.8252 0.5254  0.22
H 0.3021 1.1593 -1.0985  0.19
H 0.7014 -0.2951 1.5416  0.21
H 1.5547 -1.5777 -1.0835  0.22

- SMILES string = O=C1NC[C@H](C=S)O1
- net charge = 0
- ΔE to the lowest compared entry with this formula, charge and spin (kJ/mol) = 102.7
- E_HOMO (Ha) = -0.345
- orbital gap (eV) = 8.6
- electronic energy (Eh) = -758.84100

---

Entry 9:
Entry from the Open Molecules 2025 dataset: a single C4H5NO2S molecule (ωB97M-V with the def2-TZVPD basis set).

Each line ends with the natural charge from an NBO analysis.
Geometry (Å):
C -1.6539 -0.5408 0.0035  -0.41
N -0.3603 0.1093 0.0039  -0.44
C 0.8541 -0.6690 0.0042  -0.32
C 2.0381 0.2786 0.0003  0.41
O 3.1873 -0.0822 -0.0039  -0.52
S 1.4846 1.9696 0.0017  0.21
C -0.2576 1.4706 -0.0063  0.56
O -1.1679 2.2535 0.0026  -0.59
H -1.7395 -1.1794 0.8868  0.20
H -1.7920 -1.1845 -0.8869  0.20
H -2.4153 0.2128 -0.0233  0.25
H 0.9093 -1.3389 -0.8720  0.23
H 0.9131 -1.2997 0.8892  0.23

- SMILES string = CN1CC(=O)SC1=O
- net charge = 0
- ΔE to the lowest compared entry with this formula, charge and spin (kJ/mol) = 30.3
- E_HOMO (Ha) = -0.367
- orbital gap (eV) = 10.6
- electronic energy (Eh) = -758.86856

---

Entry 10:
Entry from the Open Molecules 2025 dataset: a 2-piece molecular cluster, C4H5NO2S overall at a distorted geometry (ωB97M-V with the def2-TZVPD basis set).

Each line ends with the natural charge from an NBO analysis.
Geometry (Å):
C -0.6434 0.5195 0.3869  -0.14
C 0.4617 1.4061 -0.0377  -0.46
C 1.4264 0.0439 0.1270  0.05
C -1.5755 -0.2384 -0.6746  0.42
H 1.2505 -2.3362 -0.0982  0.41
H -1.4242 0.7698 1.2087  0.21
H 0.4529 2.1311 0.7746  0.24
H 0.4114 1.7030 -1.0555  0.24
H -2.6786 0.0396 -0.5758  0.11
N 0.3891 -0.5274 0.8051  -0.08
O 0.3577 -1.8394 0.9263  -0.50
O -1.2078 -1.2355 -1.2100  -0.48
S 2.7799 -0.4360 -0.5769  -0.02

- net charge = 0
- ΔE to the lowest compared entry with this formula, charge and spin (kJ/mol) = 645.8
- E_HOMO (Ha) = -0.325
- orbital gap (eV) = 8.8
- electronic energy (Eh) = -758.63413

---

Entry 11:
Entry from the Open Molecules 2025 dataset: a single C4H5NO2S molecule at a distorted geometry (ωB97M-V with the def2-TZVPD basis set).

Each line ends with the natural charge from an NBO analysis.
Geometry (Å):
C -1.2438 0.7611 1.5791  -0.25
O 0.0738 0.5071 1.1511  -0.48
C 0.2140 -0.0409 -0.0700  0.50
O -0.8944 -0.3201 -0.8134  -0.43
C -0.3700 -0.8439 -1.9544  0.31
N 0.9015 -0.9286 -1.9948  -0.43
C 1.3083 -0.4034 -0.7656  -0.15
S 3.0246 -0.3055 -0.3392  0.04
H -1.7728 1.4526 0.9111  0.18
H -1.1548 1.1941 2.5467  0.20
H -1.8205 -0.1589 1.6380  0.18
H -1.0747 -1.1713 -2.7339  0.20
H 2.8089 0.2575 0.8454  0.13

- SMILES string = COc1ocnc1S
- net charge = 0
- ΔE to the lowest compared entry with this formula, charge and spin (kJ/mol) = 201.1
- E_HOMO (Ha) = -0.295
- orbital gap (eV) = 8.8
- electronic energy (Eh) = -758.80351

---

Entry 12:
Entry from the Open Molecules 2025 dataset: C4H5NO2S2 as an isolated structure at a distorted geometry (ωB97M-V with the def2-TZVPD basis set).

Each line ends with the natural charge from an NBO analysis.
Geometry (Å):
C -2.5404 0.6193 -0.4546  -0.04
C -3.0845 -0.5731 -0.1642  -0.47
C -0.7458 -0.2494 0.3187  -0.10
C 2.6632 0.7848 0.3708  -0.80
N -1.2518 0.8176 -0.1544  -0.49
O 2.2361 -1.7720 0.6723  -0.90
O 1.6015 -1.0080 -1.5412  -0.88
S -1.7980 -1.5250 0.4414  0.47
S 1.7005 -0.7241 -0.1335  2.00
H -3.1255 1.4737 -0.7696  0.21
H -4.1071 -0.7933 -0.2266  0.25
H 3.6707 0.7815 0.0411  0.26
H 2.0396 1.6352 0.1831  0.25
H 2.7417 0.5328 1.4169  0.25

- net charge = 0
- ΔE to the lowest compared entry with this formula, charge and spin (kJ/mol) = 370.1
- E_HOMO (alpha / beta) (Ha) = -0.346 / -0.347
- orbital gap (alpha / beta) (eV) = 8.0 / 8.0
- electronic energy (Eh) = -1156.89968